1.
Here is a single C9H13FO2 molecule from OMol25. Energies are from ωB97M-V with the def2-TZVPD basis set.

Structure (XYZ):
```
25
Properties=species:S:1:pos:R:3:nbo_charge:R:1
C 1.12 0.55 0.62 0.7748
C -1.21 2.09 0.68 -0.4598
C -0.20 -0.23 0.49 -0.0419
C -1.34 0.55 0.34 -0.0592
C -1.00 1.69 -0.69 0.3266
C -2.72 -0.04 0.45 -0.6085
C -0.07 -2.21 -1.08 -0.5946
C 3.19 0.61 -0.51 -0.2746
C -0.05 -1.73 0.42 -0.4496
O 1.31 1.40 1.45 -0.5807
O 1.91 0.11 -0.38 -0.5172
F 0.07 1.95 -1.45 -0.3206
H -2.20 2.35 0.97 0.2335
H -0.51 2.51 1.30 0.2442
H -2.47 -1.11 0.02 0.2217
H -3.54 0.50 0.03 0.2332
H -2.91 -0.24 1.46 0.2148
H -0.92 -1.75 -1.57 0.2054
H -0.11 -3.40 -1.24 0.2084
H 0.78 -1.85 -1.55 0.2158
H 3.66 0.34 -1.47 0.2039
H 3.87 0.36 0.38 0.1917
H 3.16 1.78 -0.68 0.1889
H 0.91 -1.97 0.88 0.2209
H -0.74 -2.27 1.14 0.2227
```

Summary:
Calculated total energy in Ha: -600.88195
LUMO level (alpha / beta) in eV: 0.15 / 0.22
Total charge: 0
Spin multiplicity: 1
Energy relative to the best compared isomer or geometry (same formula, charge and spin) in kcal/mol: 47.9
F_max in eV Å⁻¹: 4.39
Frontier orbital gap (alpha / beta) in eV: 7.96 / 7.65
E_HOMO (alpha / beta) in eV: -7.8 / -7.4

2.
Here is a gas-phase ion, C4H12N3 (charge +1) from OMol25. Energies are from ωB97M-V with the def2-TZVPD basis set.

Structure (XYZ):
```
19
Properties=species:S:1:pos:R:3:nbo_charge:R:1
N -2.07 -0.47 1.60 -0.8721
C -0.94 -1.15 1.05 0.0264
C -0.38 -0.67 -0.08 0.0767
N -1.16 0.35 -0.80 -0.7220
C 0.98 -0.90 -0.53 -0.4888
C 1.85 0.38 -0.35 -0.2106
N 1.32 1.72 -0.68 -0.9044
H -2.12 -0.66 2.60 0.4110
H -2.94 -0.68 1.13 0.3903
H -0.61 -2.09 1.45 0.2303
H -0.45 1.02 -1.19 0.4678
H -1.69 -0.11 -1.54 0.4431
H -1.81 0.82 -0.16 0.4554
H 1.14 -1.31 -1.55 0.2352
H 1.53 -1.70 -0.02 0.2745
H 1.92 0.44 0.75 0.1778
H 2.87 0.36 -0.70 0.2394
H 2.03 2.43 -0.67 0.4034
H 0.53 2.22 -0.29 0.3666
```

Summary:
Calculated total energy in Ha: -323.58048
LUMO level in eV: -3.23
Total charge: +1
Spin multiplicity: 1
Energy relative to the best compared isomer or geometry (same formula, charge and spin) in kcal/mol: 61.4
SMILES string: N/C=C(\[NH3+])CCN
F_max in eV Å⁻¹: 3.78
Frontier orbital gap in eV: 9.72
E_HOMO in eV: -13.0

3.
Here is a single C2H4N2 molecule from OMol25. Energies are from ωB97M-V with the def2-TZVPD basis set.

Structure (XYZ):
```
8
Properties=species:S:1:pos:R:3:nbo_charge:R:1
C -1.61 -0.19 -0.04 -0.0768
N -0.49 0.46 -0.11 -0.2884
N 0.65 -0.57 -0.07 -0.3153
C 1.60 0.10 0.02 -0.0672
H -1.75 -1.20 0.19 0.1900
H -2.39 0.58 0.01 0.1878
H 1.32 1.18 0.19 0.1864
H 2.67 -0.37 -0.19 0.1835
```

Summary:
Calculated total energy in Ha: -187.99451
LUMO level in eV: 1.10
Total charge: 0
Spin multiplicity: 1
Energy relative to the best compared isomer or geometry (same formula, charge and spin) in kcal/mol: 77.7
SMILES string: C=NN=C
F_max in eV Å⁻¹: 10.88
Frontier orbital gap in eV: 11.01
E_HOMO in eV: -9.9

4.
Here is 2 unconnected molecules or ions with the total composition C3H6NP from OMol25. Energies are from ωB97M-V with the def2-TZVPD basis set.

Structure (XYZ):
```
11
Properties=species:S:1:pos:R:3:nbo_charge:R:1
C 0.78 0.74 1.49 0.1818
C 0.70 0.37 -0.97 -0.6629
C 1.20 0.07 0.36 -0.1570
N 0.04 1.21 2.23 -0.2757
P -1.88 -1.34 0.70 0.1277
H -0.11 1.07 -0.95 0.2236
H 1.34 0.65 -1.74 0.2319
H 0.23 -0.51 -1.25 0.2342
H 2.12 -0.57 0.32 0.2215
H -2.68 -1.64 -0.47 -0.0575
H -1.73 -0.04 0.27 -0.0675
```

Summary:
Calculated total energy in Ha: -513.86425
LUMO level (alpha / beta) in eV: -1.33 / -1.05
Total charge: 0
Spin multiplicity: 1
Energy relative to the best compared isomer or geometry (same formula, charge and spin) in kcal/mol: 66.2
F_max in eV Å⁻¹: 3.34
Frontier orbital gap (alpha / beta) in eV: 7.73 / 7.97
E_HOMO (alpha / beta) in eV: -9.1 / -9.0

5.
Here is a molecular structure, C28H24F6N6O8S2Ti from OMol25. Energies are from ωB97M-V with the def2-TZVPD basis set.

Structure (XYZ):
```
75
Properties=species:S:1:pos:R:3:mulliken_spin:R:1
Ti -0.21 0.47 -0.06 0.8684
C -1.33 1.98 -2.64 0.0100
C -0.10 2.88 -2.58 0.0099
C 0.35 3.41 -1.24 0.0102
C 0.76 4.74 -1.16 0.0022
C 1.25 5.25 0.02 0.0019
C 1.31 4.42 1.13 0.0059
C 0.87 3.12 1.00 0.0441
N 0.41 2.61 -0.16 -0.0007
N -1.11 0.58 -2.20 -0.0183
C -2.43 -0.06 -1.95 0.0134
C -3.09 0.54 -0.73 0.0109
C -4.43 0.32 -0.47 0.0000
C -5.01 0.99 0.60 -0.0001
C -4.23 1.84 1.37 0.0025
C -2.89 1.94 1.10 0.0112
N -2.32 1.30 0.07 -0.0275
C -0.43 -0.10 -3.34 0.0124
C 0.30 -1.40 -3.09 0.0124
C 1.46 -1.66 -3.82 -0.0011
C 2.11 -2.86 -3.61 0.0015
C 1.60 -3.75 -2.67 -0.0006
C 0.45 -3.39 -1.99 0.0023
N -0.20 -2.24 -2.20 0.0073
H -1.67 1.95 -3.68 -0.0002
H -2.13 2.43 -2.06 -0.0006
H -0.31 3.74 -3.21 0.0002
H 0.77 2.39 -3.04 -0.0016
H 0.69 5.36 -2.05 0.0000
H 1.57 6.28 0.08 0.0000
H 1.67 4.77 2.09 -0.0003
H 0.87 2.45 1.84 -0.0009
H -2.26 -1.13 -1.83 -0.0043
H -3.08 0.09 -2.82 0.0014
H -5.00 -0.35 -1.10 0.0000
H -6.06 0.85 0.82 0.0000
H -4.66 2.39 2.20 0.0000
H -2.23 2.54 1.71 -0.0016
H 0.30 0.60 -3.75 -0.0036
H -1.17 -0.26 -4.13 -0.0026
H 1.83 -0.94 -4.54 0.0001
H 3.01 -3.10 -4.16 0.0002
H 2.08 -4.70 -2.47 0.0000
H 0.02 -4.06 -1.25 -0.0003
O 1.44 0.22 -1.08 -0.0310
C 2.58 -0.18 -0.76 0.0170
C 2.97 -0.56 0.54 0.0209
C 4.25 -1.10 0.75 0.0091
C 4.60 -1.50 2.00 0.0002
C 3.72 -1.38 3.09 0.0083
C 2.47 -0.85 2.91 -0.0014
C 2.07 -0.42 1.63 -0.0035
O 0.89 0.11 1.46 0.0116
N 5.94 -2.08 2.22 0.0002
O 6.66 -2.19 1.25 -0.0001
O 6.21 -2.44 3.35 -0.0008
H 3.33 -0.25 -1.56 -0.0040
H 4.95 -1.21 -0.07 0.0009
H 4.05 -1.73 4.06 -0.0001
H 1.78 -0.76 3.73 0.0019
F -2.31 -3.60 -0.44 0.0000
C -2.09 -3.65 0.88 -0.0005
F -1.62 -4.84 1.19 -0.0001
F -3.23 -3.44 1.52 0.0002
S -0.83 -2.36 1.35 0.0071
O -1.19 -1.28 0.41 -0.0043
O 0.45 -2.94 1.11 -0.0009
N -1.07 -2.05 2.84 0.0022
S -2.31 -1.23 3.43 -0.0051
O -3.14 -0.66 2.41 -0.0006
O -2.87 -1.91 4.55 0.0004
C -1.43 0.22 4.16 0.0022
F -2.28 0.89 4.93 0.0001
F -0.38 -0.15 4.89 0.0003
F -1.00 1.05 3.19 0.0058
```

Summary:
<S²>: 0.75
Calculated total energy in Ha: -4256.74664
LUMO level (alpha / beta) in eV: -3.60 / -3.88
Total charge: +1
Spin multiplicity: 2
Energy relative to the best compared isomer or geometry (same formula, charge and spin) in kcal/mol: 5.4
F_max in eV Å⁻¹: 1.02
Frontier orbital gap (alpha / beta) in eV: 8.08 / 8.23
E_HOMO (alpha / beta) in eV: -11.7 / -12.1

6.
Here is a molecular structure, C11H18N2O3SSn from OMol25. Energies are from ωB97M-V with the def2-TZVPD basis set.

Structure (XYZ):
```
36
Properties=species:S:1:pos:R:3:nbo_charge:R:1
C -3.51 1.77 1.35 -0.6127
C -2.53 2.86 0.94 -0.4055
C -1.17 2.38 0.42 -0.3994
C -1.20 1.08 -0.38 -0.4191
C 0.21 0.54 -0.59 -0.3196
C 0.33 -1.01 -0.68 0.4023
C 1.56 -1.45 -1.53 -0.4227
C 2.96 -0.94 -1.04 -0.6677
C 3.61 -1.82 0.12 0.7205
N 3.46 -1.44 1.42 -0.7845
O 4.23 -2.75 -0.28 -0.4416
N 0.48 -1.66 0.59 -0.5980
C 0.13 -1.14 1.66 0.1646
S -0.32 -0.52 2.97 0.3403
O -0.76 -1.47 -1.43 -0.5905
C -1.57 -2.50 -0.88 0.6461
O -1.46 -3.61 -1.25 -0.4206
H -3.69 1.06 0.55 0.1897
H -4.47 2.21 1.58 0.2492
H -3.18 1.21 2.22 0.2013
H -3.02 3.53 0.24 0.2223
H -2.33 3.46 1.83 0.2297
H -0.79 3.16 -0.25 0.2117
H -0.44 2.32 1.23 0.1978
H -1.75 0.30 0.14 0.2414
H -1.66 1.28 -1.34 0.2417
H 0.92 0.98 0.11 0.2424
H 0.49 0.96 -1.63 0.0436
H 1.60 -2.53 -1.58 0.3509
H 1.35 -1.12 -2.60 0.1201
H 3.02 0.13 -0.73 0.2169
H 3.68 -1.07 -1.86 0.2820
H 3.02 -2.15 1.99 0.4363
H 3.03 -0.54 1.55 0.3787
H -2.30 -2.16 -0.15 0.1520
Sn 2.06 0.65 -2.72 1.6001
```

Summary:
Calculated total energy in Ha: -1376.87560
LUMO level in eV: -10.32
Total charge: +2
Spin multiplicity: 1
Energy relative to the best compared isomer or geometry (same formula, charge and spin) in kcal/mol: 0.0
F_max in eV Å⁻¹: 2.01
Frontier orbital gap in eV: 6.42
E_HOMO in eV: -16.7

Q: What is the formula in the third record?
A: C2H4N2